Record 1
# C27H39BaN4O2Se2

A structure of composition C27H39BaN4O2Se2 (the ωB97M-V functional and the def2-TZVPD basis, the OMol25 dataset).

```
75
Properties=species:S:1:pos:R:3
Ba -0.8374 -0.1479 -0.5403
Se -0.2052 -4.2636 -1.8205
Se -1.7158 -4.5954 -0.0675
O -2.4533 1.6817 -0.9760
O -1.3744 -1.6459 1.6291
N -3.4815 3.5821 -0.2845
N 1.0077 -2.4773 0.0136
N -2.9956 -2.2357 -0.9978
N 1.1612 1.3663 0.0794
C 2.2265 3.1907 1.5980
C -2.3959 -1.9595 2.5787
C -3.1755 -3.5243 -0.7225
C -2.6447 2.9056 -1.0512
C 2.5239 -3.9318 -1.1276
C -5.3092 -2.0983 -1.6249
C -0.1981 2.8944 1.3455
C 2.1755 0.1420 -1.7009
C 2.9355 -1.2292 -3.6588
C 2.0572 -1.9228 0.6292
C 6.0561 1.6987 -1.0316
C 1.1382 2.1402 1.3401
C 1.1525 1.1753 2.5356
C -4.3977 -4.1679 -0.8718
C 3.6390 1.5109 -0.4375
C 3.1968 -0.2573 -2.5395
C -1.8365 -2.1489 3.9693
C 4.6855 1.1190 -1.2672
C -4.2693 2.9395 0.7522
C -5.4859 -3.4376 -1.3225
C 1.2516 -3.4606 -0.8456
C 3.3680 -2.3107 0.4091
C 2.3110 1.0602 -0.6166
C -4.0482 -1.5518 -1.4497
C -3.6545 5.0200 -0.4533
C 4.4780 0.2397 -2.3189
C 3.6025 -3.3326 -0.4916
H 1.8346 -1.1122 1.3123
H -1.0517 2.2136 1.2669
H 1.2092 -0.2943 -1.9355
H 2.8256 -2.2499 -3.2875
H 1.0636 1.6993 3.4909
H -2.6418 -2.3160 4.6846
H 3.8897 2.1995 0.3448
H -0.2374 3.5832 0.4992
H -4.1483 1.8630 0.6816
H -6.1198 -1.4863 -1.9926
H -1.1734 -3.0148 4.0098
H -6.4474 -3.9159 -1.4526
H -4.4861 -5.2221 -0.6513
H 0.3305 0.4520 2.4785
H -2.1054 3.5066 -1.7905
H -3.8784 -0.5032 -1.6788
H -1.2734 -1.2700 4.2824
H 4.1727 -1.8096 0.9260
H -3.5466 5.5135 0.5121
H -3.0946 -1.1224 2.5452
H 2.6696 -4.7410 -1.8296
H 2.0219 -0.9801 -4.2029
H 6.0800 2.7571 -1.2984
H -2.9345 -2.8519 2.2423
H 3.1611 2.7515 1.9357
H -4.6440 5.2358 -0.8564
H -0.3344 3.4643 2.2670
H -5.3197 3.1979 0.6199
H 1.8921 3.8588 2.3947
H 4.6100 -3.6688 -0.6975
H -2.8947 5.4014 -1.1304
H -0.7014 -2.3419 1.6019
H -3.9383 3.2841 1.7328
H 2.0922 0.6183 2.5490
H 3.7564 -1.2289 -4.3746
H 2.4195 3.7973 0.7127
H 6.3438 1.6239 0.0184
H 6.8107 1.1889 -1.6287
H 5.2999 -0.0480 -2.9630
```

- Frontier orbital gap: 5.65 eV
- Charge: +1

Atomic partial charges in e from the Löwdin method, atoms 1 to 5: atom 1 (Ba): 1.95, atom 2 (Se): 0.71, atom 3 (Se): 0.71, atom 4 (O): -0.33, atom 5 (O): -0.33

Record 2
# C27H39Br24F10N6O2P2

A structure of composition C27H39Br24F10N6O2P2 (the ωB97M-V functional and the def2-TZVPD basis, the OMol25 dataset).

```
110
Properties=species:S:1:pos:R:3
Br -6.6529 2.5126 -0.9356
Br -4.2560 2.7847 -3.0312
Br -9.8288 2.3728 -3.9986
Br 9.1845 -1.4718 2.9776
Br 11.9204 -2.9441 3.7099
Br 1.1664 -3.0205 8.3831
Br -0.8052 -0.9811 9.8513
Br 9.2342 -3.6983 5.2653
Br -1.8533 -3.8710 8.9812
Br 1.2827 -6.6149 -7.4988
Br 0.8553 7.0551 -4.2999
Br -3.8647 3.7623 -0.0155
Br 5.9229 -1.5361 3.7994
Br 1.5622 -2.7523 -9.5571
Br -9.7806 0.2268 -1.6327
Br -1.4945 -3.2416 -8.7749
Br 2.8275 -5.4282 -4.9709
Br 0.5794 -2.2483 -6.5626
Br 0.7966 9.9352 -2.9157
Br 3.9577 -2.1638 6.2450
Br -1.6823 7.9591 -2.5498
Br -0.2290 -6.3343 -4.6993
Br 3.2138 -3.1669 3.3113
Br -12.1128 2.4053 -1.7652
P 2.5943 4.2492 1.1361
P 0.4699 4.4759 -1.6489
F 0.7961 -1.9126 2.2574
F 0.4223 -2.2054 4.8561
F -1.5432 -1.4289 4.8494
F -0.9975 -2.9402 2.7469
F 0.6215 0.0698 5.8351
F -1.7878 -1.5957 0.8527
F -2.3015 -0.2479 2.4806
F -0.6043 1.0610 4.4429
F 1.3638 0.2882 3.8741
F -2.9919 5.0365 2.3702
O -0.8861 5.3001 0.5868
O -2.9650 2.9906 2.9150
N 1.9943 4.9309 2.4163
N 2.2896 2.1927 -0.6010
N -0.8223 4.9620 -2.3999
N 0.2579 1.2216 -1.5701
N 2.3267 0.2633 -1.7908
N -1.0191 3.7319 2.1670
C 1.8426 -0.8465 -2.6122
C -10.2635 2.0239 -2.1516
C 10.2276 -2.3070 4.3740
C -1.2466 -5.4165 -0.2606
C -0.2544 8.5306 -3.7164
C 1.1255 -5.6042 -5.8666
C -2.3839 3.8919 2.4850
C 0.7502 -4.5452 -1.6780
C -0.4913 -4.1776 -0.8313
C -1.2836 -0.8233 1.8266
C -0.4495 0.3047 1.1864
C -0.4260 -1.7261 2.7575
C -5.1135 3.5367 -1.4726
C -0.5972 2.1060 -0.7168
C 1.5882 1.2173 -1.3083
C 0.0941 -2.2065 -8.4371
C -0.6364 4.1968 0.8773
C 1.3863 -3.3536 -2.4434
C 0.2583 0.0806 4.5688
C -0.3742 -1.3102 4.2613
C -0.6568 -2.4157 8.5705
C -1.3471 1.2096 0.3100
C 1.5127 2.8560 0.4744
C 1.0989 -1.9620 -1.8081
C 0.1526 3.3303 -0.1486
C -2.7632 -5.2628 -0.5703
C 4.0939 -1.8038 4.3588
H -5.4626 4.5243 -1.7461
H -0.1331 -1.1772 -8.6822
H 2.4781 -3.4726 -2.4618
H 1.1139 -0.4332 -3.3284
H 2.6235 -1.3254 -3.2107
H 10.4398 -1.5435 5.1109
H 2.6585 4.7868 3.1749
H -2.9483 -4.6981 -1.4942
H 0.3737 -0.1883 0.6549
H 0.4954 -5.3710 -2.3605
H -2.0319 1.7504 0.9670
H 3.3222 0.2860 -1.5987
H 0.9635 -3.3097 -3.4597
H -0.8437 -6.3729 -0.6121
H 1.3127 -1.9426 -0.7291
H -9.6672 2.6996 -1.5525
H -1.1370 -5.3753 0.8312
H -0.1191 -3.5912 0.0220
H -0.9589 -2.0172 7.6109
H 0.0140 -1.7905 -1.9244
H 1.5001 -4.9627 -0.9857
H 1.1753 5.6391 -1.2293
H 0.8050 -4.6042 -6.1377
H -1.9831 0.5313 -0.2889
H 3.5674 -0.8764 4.1781
H -1.3847 2.5084 -1.3732
H -0.1494 0.2893 -1.5012
H -0.7142 8.9435 -4.6045
H -3.3044 -4.7423 0.2328
H -3.2560 -6.2400 -0.6783
H 1.2653 3.7370 -2.5801
H -0.1030 0.9085 2.0361
H 2.8395 5.1096 0.0384
H 3.8532 3.6719 1.4680
H -1.6524 4.6080 -1.9257
H 1.4243 2.1555 1.3139
H -1.1673 -3.5194 -1.3958
H 2.7520 2.8533 -1.2207
H -0.7965 2.7570 2.3300
```

- Frontier orbital gap: 7.82 eV
- Charge: +1

Atomic partial charges in e from the Löwdin method, atoms 1 to 5: atom 1 (Br): 0.63, atom 2 (Br): 0.60, atom 3 (Br): 0.56, atom 4 (Br): 0.52, atom 5 (Br): 0.59

Record 3
# C27H39CdN7O13P

A structure of composition C27H39CdN7O13P (the ωB97M-V functional and the def2-TZVPD basis, the OMol25 dataset).

```
88
Properties=species:S:1:pos:R:3
Cd -0.5998 0.7706 -0.6368
P -0.9516 -1.4988 2.2542
O 2.1526 2.3681 2.7703
O 0.4462 -1.9558 2.9446
O -2.2182 4.6317 -0.5898
O -2.4831 -0.2598 -1.6013
O 2.2489 3.4095 0.7726
O -4.6133 -0.9431 -3.5807
O 0.3851 -1.3890 -2.2622
O -4.2091 0.8248 -5.8977
O -0.5001 -0.8399 0.9886
O -1.9525 2.6082 -5.3068
O -0.9176 1.8345 -2.6145
O -1.6874 -2.8916 1.9392
O -1.8110 -0.7712 3.2294
N 0.2661 2.5093 1.3558
N 1.6339 2.6522 1.6065
N 1.8056 0.5366 -0.6347
N -0.2588 1.8339 3.6059
N -2.1757 1.9535 0.5721
N -1.2150 4.6812 -1.4250
N -1.8892 1.9507 1.9769
C -0.4266 4.7859 -3.6594
C 0.0494 4.6021 -0.9674
C 1.9348 -0.2446 -3.8258
C 3.6712 0.3837 0.8524
C -2.7026 0.2704 -2.7212
C 0.6506 -1.0336 -3.6143
C -2.3961 1.7340 -4.5635
C 4.0032 0.9397 -1.4405
C 2.6325 0.8518 -1.6415
C 2.3148 0.3092 0.5792
C 2.0031 -3.0114 4.3262
C 0.5575 -1.1908 5.2425
C 1.1128 4.6110 -1.8449
C 0.1053 -3.9498 0.6202
C -1.9133 1.3420 -3.2476
C 2.0573 1.0608 -3.0171
C -1.4577 4.7526 -2.7481
C -2.0759 -3.2643 -0.4186
C -0.5340 2.0962 2.2907
C -0.4390 -3.4249 4.6930
C 0.6114 -2.3894 4.3012
C 4.5278 0.7125 -0.1775
C -3.7577 -0.0815 -3.6871
C -2.0079 -5.1126 1.2695
C -1.3960 -3.7846 0.8382
C 0.8832 4.7223 -3.2085
C -3.5576 0.8310 -4.8718
H 1.2592 -0.4243 4.9096
H 0.7575 1.8228 3.7279
H 0.5601 -2.9963 0.3558
H 2.0489 -3.8553 3.6353
H 1.2143 -1.4833 -1.7810
H 2.7437 -2.2724 4.0168
H 1.7080 4.7148 -3.9100
H -3.0740 -4.9833 1.4604
H -0.4052 -4.2776 4.0133
H 2.2481 -3.3620 5.3312
H -0.2065 -0.4464 -3.9461
H 5.5927 0.8099 -0.0014
H 2.0983 4.4893 -1.4176
H -1.4376 -2.9904 4.6496
H -1.5321 -5.4758 2.1830
H -0.7862 1.0454 3.9604
H 2.7246 1.7392 -3.5536
H -1.9699 -3.9892 -1.2298
H 1.9720 -0.0034 -4.8924
H 0.1622 4.4654 0.0949
H -0.6828 4.7736 -4.7078
H -3.0894 1.5280 0.4604
H 1.6044 0.0528 1.3526
H 0.6898 -1.9421 -4.2292
H 4.6446 1.2101 -2.2702
H -1.8786 -5.8587 0.4828
H -2.5006 4.7242 -3.0208
H 2.8013 -0.8865 -3.6207
H 0.2652 -4.6571 -0.1965
H 0.8283 -1.5021 6.2547
H -2.2503 2.9301 0.2498
H 0.5929 -4.3294 1.5208
H -0.2440 -3.7751 5.7097
H 1.0811 1.5457 -2.9552
H 4.0157 0.2387 1.8653
H -2.2262 1.0817 2.3933
H -1.6497 -2.3188 -0.7434
H -3.1387 -3.1040 -0.2323
H -0.4475 -0.7713 5.2555
```

- ⟨S²⟩: 0.76
- Frontier orbital gap (spin up / spin down): 4.55 / 6.11 eV
- ΔE to the lowest compared entry with this formula, charge and spin: 1.9 kcal per mole
- Charge: -2
- 2S+1: 2

Atomic partial charges in e from the Löwdin method, atoms 1 to 5: atom 1 (Cd): 1.45, atom 2 (P): 0.27, atom 3 (O): -0.18, atom 4 (O): -0.17, atom 5 (O): -0.16